Entry 1:
A 2-piece molecular cluster, C22H24F3N2 overall. Source: OMol25; level of theory: ωB97M-V/def2-TZVPD.

Calculated values
- HOMO-LUMO gap (eV) = 7.1
- molecular weight (g/mol) = 373.4
- HOMO level (eV) = -11.4
- LUMO (hartree) = -0.1567
- energy above the lowest of the compared OMol25 structures with the same formula, charge and spin (eV) = 1.149

The geometry in ORCA input format:
```
! wB97M-V def2-TZVPD RIJCOSX def2/J DEFGRID3
* xyz 1 1
C -4.504 -1.869 -0.846
N -3.293 -1.642 -0.084
C -2.114 -2.288 -0.237
C -1.207 -1.899 0.787
C 0.112 -2.374 0.912
C 0.943 -1.784 1.983
C 1.140 -0.382 2.045
C 1.855 0.181 3.090
C 2.364 -0.625 4.123
C 3.022 -0.017 5.317
C 2.245 -2.023 4.020
C 1.546 -2.605 2.971
C -1.945 -0.911 1.615
C -1.777 -0.337 2.875
C -2.773 0.512 3.388
C -3.997 0.674 2.719
C -4.256 -0.021 1.526
C -3.213 -0.766 1.008
H -5.247 -1.122 -0.509
H -4.312 -1.733 -1.917
H -4.912 -2.879 -0.672
H -1.999 -3.075 -0.983
H 0.294 -3.398 0.626
H 0.652 0.250 1.308
H 1.962 1.264 3.153
H 3.414 -0.796 5.985
H 3.858 0.622 5.017
H 2.344 0.607 5.913
H 2.675 -2.672 4.780
H 1.347 -3.674 2.933
H -0.886 -0.561 3.470
H -2.594 1.043 4.316
H -4.757 1.324 3.117
H -5.204 0.014 1.002
C 1.474 -3.157 -3.334
C 0.548 -2.622 -2.225
N 1.324 -2.469 -0.936
C 2.754 -2.817 -1.270
C 3.391 -3.840 -0.352
F 4.723 -4.023 -0.693
F 3.375 -3.472 0.957
F 2.773 -5.055 -0.446
C 2.843 -3.311 -2.712
H 1.094 -4.107 -3.727
H 1.483 -2.425 -4.144
H 0.086 -1.651 -2.480
H -0.298 -3.283 -2.021
H 1.327 -1.454 -0.776
H 3.330 -1.911 -1.093
H 3.143 -4.358 -2.736
H 3.597 -2.713 -3.211
*
```



Entry 2:
An isolated molecule of C22H24F3N3O3. Source: OMol25; level of theory: ωB97M-V/def2-TZVPD.

Calculated values
- HOMO-LUMO gap (eV) = 9.7
- molecular weight (g/mol) = 435.4
- HOMO level (eV) = -9.3
- LUMO (hartree) = 0.0163
- energy above the lowest of the compared OMol25 structures with the same formula, charge and spin (eV) = 0.236

The geometry in ORCA input format:
```
! wB97M-V def2-TZVPD RIJCOSX def2/J DEFGRID3
* xyz 0 1
C -3.858 -3.749 0.523
O -5.016 -2.958 0.675
C -5.054 -1.748 0.078
C -6.226 -1.001 0.237
C -6.301 0.243 -0.351
N -5.322 0.779 -1.067
C -4.215 0.069 -1.228
C -3.101 0.723 -2.003
N -2.182 1.390 -1.091
C -2.670 2.604 -0.477
C -1.025 0.768 -0.780
O -0.744 -0.333 -1.225
C -0.045 1.541 0.098
C 0.798 2.477 -0.770
C 1.705 3.288 0.142
C 2.511 2.444 1.112
O 3.518 2.883 1.637
N 2.039 1.208 1.400
C 2.838 0.345 2.250
C 3.539 -0.717 1.445
C 3.344 -2.069 1.690
C 3.982 -3.026 0.919
C 4.816 -2.646 -0.117
C 5.007 -1.294 -0.368
C 5.920 -0.845 -1.472
F 7.121 -0.446 -1.009
F 6.171 -1.806 -2.375
F 5.421 0.197 -2.159
C 4.381 -0.332 0.410
C 0.905 0.561 0.777
C -4.024 -1.192 -0.676
H -3.679 -3.995 -0.528
H -4.050 -4.662 1.082
H -2.976 -3.249 0.933
H -7.041 -1.408 0.813
H -7.188 0.854 -0.248
H -2.527 -0.025 -2.552
H -3.514 1.464 -2.692
H -2.084 3.473 -0.785
H -2.659 2.536 0.612
H -3.703 2.746 -0.788
H -0.574 2.124 0.854
H 0.168 3.143 -1.361
H 1.394 1.878 -1.462
H 2.415 3.883 -0.433
H 1.113 3.985 0.742
H 2.194 -0.111 3.009
H 3.575 0.989 2.740
H 2.690 -2.377 2.492
H 3.825 -4.074 1.122
H 5.310 -3.386 -0.728
H 4.547 0.717 0.213
H 0.368 0.000 1.552
H 1.250 -0.165 0.028
H -3.087 -1.697 -0.842
*
```



Entry 3:
An isolated molecule of C22H24FN3O3. Source: OMol25; level of theory: ωB97M-V/def2-TZVPD.

Calculated values
- HOMO-LUMO gap (eV) = 8.0
- molecular weight (g/mol) = 397.4
- HOMO level (eV) = -8.5
- LUMO (hartree) = -0.0168
- energy above the lowest of the compared OMol25 structures with the same formula, charge and spin (eV) = 2.559

The geometry in ORCA input format:
```
! wB97M-V def2-TZVPD RIJCOSX def2/J DEFGRID3
* xyz 0 1
C 3.149 0.835 -6.264
C 3.171 0.563 -4.764
N 2.115 -0.351 -4.369
C 2.305 -1.713 -4.860
C 1.256 -2.083 -5.907
C 1.794 -0.288 -2.961
C 0.360 -0.782 -2.715
N -0.009 -0.777 -1.323
C -0.001 -1.897 -0.562
O 0.358 -2.994 -0.925
C -0.556 -1.510 0.810
O -0.687 -2.262 1.749
C -0.903 -0.099 0.705
C -1.616 0.659 1.569
O -1.962 1.909 1.188
C -2.082 0.198 2.885
C -3.412 0.415 3.249
C -3.880 -0.002 4.480
C -2.999 -0.622 5.349
F -3.447 -1.021 6.552
C -1.670 -0.831 5.019
C -1.215 -0.421 3.782
C -0.428 0.420 -0.632
C 0.712 1.389 -0.414
C 1.873 0.975 0.232
C 2.897 1.886 0.421
C 2.714 3.183 -0.039
N 1.611 3.588 -0.643
C 0.637 2.714 -0.823
H 3.872 1.609 -6.507
H 2.160 1.172 -6.562
H 3.399 -0.057 -6.832
H 3.006 1.509 -4.241
H 4.169 0.189 -4.473
H 2.245 -2.422 -4.028
H 3.304 -1.817 -5.299
H 1.420 -3.101 -6.251
H 1.313 -1.411 -6.758
H 0.258 -2.014 -5.485
H 2.485 -0.883 -2.337
H 1.865 0.754 -2.640
H 0.268 -1.817 -3.051
H -0.336 -0.155 -3.278
H -2.467 2.347 1.887
H -4.096 0.878 2.552
H -4.909 0.143 4.768
H -1.014 -1.314 5.725
H -0.182 -0.569 3.514
H -1.231 0.924 -1.186
H 1.970 -0.048 0.570
H 3.813 1.599 0.914
H 3.484 3.934 0.080
H -0.247 3.092 -1.320
*
```



Entry 4:
C22H24MoNS4Si as an isolated structure. Source: OMol25; level of theory: ωB97M-V/def2-TZVPD.

Calculated values
- HOMO-LUMO gap (spin up / spin down) (eV) = 6.6 / 6.6
- molecular weight (g/mol) = 554.7
- HOMO level (spin up / spin down) (eV) = -10.3 / -10.7
- LUMO (spin up / spin down) (hartree) = -0.1352 / -0.1504

The geometry in ORCA input format:
```
! wB97M-V def2-TZVPD RIJCOSX def2/J DEFGRID3
* xyz 1 3
Mo 0.552 -0.170 -0.740
S -0.979 -0.940 -2.432
C -1.463 0.382 -3.486
C -2.433 0.163 -4.465
C -2.815 1.192 -5.310
C -2.236 2.454 -5.211
C -1.263 2.684 -4.255
C -0.903 1.648 -3.399
S 0.320 1.921 -2.161
C -0.672 2.760 -0.881
C 0.145 2.738 0.368
C 0.287 3.858 1.163
C 1.056 3.779 2.310
C 1.660 2.575 2.619
C 1.476 1.487 1.787
C 2.086 0.162 2.109
S 2.741 -0.519 0.556
C 2.827 -2.242 0.930
C 3.680 -2.714 1.921
C 3.732 -4.075 2.167
C 2.960 -4.942 1.399
C 2.134 -4.459 0.397
C 2.054 -3.089 0.152
S 1.025 -2.492 -1.154
N 0.735 1.559 0.662
H -2.877 -0.821 -4.556
H -3.569 1.006 -6.063
H -2.531 3.247 -5.883
H -0.780 3.651 -4.179
H -1.590 2.181 -0.763
H -0.913 3.772 -1.195
H -0.200 4.778 0.873
H 1.189 4.644 2.947
H 2.274 2.466 3.502
H 1.335 -0.541 2.471
H 2.878 0.260 2.845
H 4.299 -2.030 2.489
H 4.380 -4.458 2.943
H 3.006 -6.007 1.582
H 1.538 -5.135 -0.203
C -1.144 -2.399 1.562
Si -1.353 -0.669 0.890
C -3.052 -0.512 0.121
C -1.461 0.472 2.391
H -1.940 -2.608 2.285
H -0.185 -2.540 2.069
H -1.204 -3.129 0.753
H -3.806 -0.621 0.907
H -3.221 -1.278 -0.636
H -3.208 0.461 -0.353
H -2.363 0.177 2.939
H -1.582 1.526 2.125
H -0.627 0.387 3.092
*
```



Entry 5:
An isolated molecule of C22H24N2O5S2. Source: OMol25; level of theory: ωB97M-V/def2-TZVPD.

Calculated values
- HOMO-LUMO gap (eV) = 8.7
- molecular weight (g/mol) = 460.6
- HOMO level (eV) = -8.8
- LUMO (hartree) = -0.0029
- energy above the lowest of the compared OMol25 structures with the same formula, charge and spin (eV) = 0.636

The geometry in ORCA input format:
```
! wB97M-V def2-TZVPD RIJCOSX def2/J DEFGRID3
* xyz 0 1
O -4.832 -2.396 -1.118
S -4.339 -1.852 0.110
O -4.750 -2.428 1.354
C -2.534 -1.910 0.060
C -1.881 -1.846 -1.158
C -0.497 -1.897 -1.186
C 0.198 -2.017 0.003
S 1.992 -2.080 -0.054
O 2.473 -2.401 1.259
O 2.399 -2.892 -1.159
N 2.303 -0.485 -0.460
C 2.085 0.444 0.628
C 1.124 1.549 0.266
C 0.598 1.671 -1.012
C -0.246 2.723 -1.325
C -0.583 3.657 -0.361
C -0.075 3.532 0.921
C 0.775 2.487 1.231
C 3.500 -0.279 -1.268
C 4.742 -0.618 -0.517
C 5.408 -1.800 -0.382
C 6.466 -1.555 0.527
C 6.361 -0.248 0.881
O 5.319 0.331 0.258
C -0.455 -2.101 1.219
C -1.840 -2.046 1.247
N -4.795 -0.252 0.148
C -4.288 0.526 1.256
C -3.049 1.267 0.721
C -3.240 1.290 -0.805
C -4.552 0.520 -1.050
H -2.465 -1.790 -2.064
H 0.056 -1.870 -2.112
H 3.036 0.884 0.953
H 1.693 -0.125 1.476
H 0.859 0.939 -1.760
H -0.636 2.817 -2.328
H -1.236 4.481 -0.608
H -0.335 4.256 1.679
H 1.180 2.397 2.229
H 3.512 0.764 -1.594
H 3.407 -0.943 -2.129
H 5.161 -2.722 -0.865
H 7.198 -2.258 0.866
H 6.941 0.370 1.538
H 0.129 -2.231 2.117
H -2.393 -2.135 2.169
H -4.084 -0.139 2.092
H -5.065 1.237 1.553
H -2.983 2.271 1.136
H -2.134 0.737 0.984
H -3.313 2.306 -1.186
H -2.402 0.802 -1.301
H -4.523 -0.156 -1.902
H -5.389 1.212 -1.181
*
```



Entry 6:
An isolated molecule of C22H24N2O6. Source: OMol25; level of theory: ωB97M-V/def2-TZVPD.

Calculated values
- HOMO-LUMO gap (eV) = 8.7
- molecular weight (g/mol) = 412.4
- HOMO level (eV) = -8.1
- LUMO (hartree) = 0.0230
- energy above the lowest of the compared OMol25 structures with the same formula, charge and spin (eV) = 2.845

The geometry in ORCA input format:
```
! wB97M-V def2-TZVPD RIJCOSX def2/J DEFGRID3
* xyz 0 1
C 0.010 8.108 -0.012
O -0.679 7.078 -0.674
C 0.038 6.024 -1.152
C 1.409 5.875 -1.044
C 2.045 4.754 -1.565
C 1.315 3.777 -2.208
C 1.971 2.535 -2.773
C 1.446 1.355 -2.042
N 0.361 0.713 -2.315
C 0.252 -0.244 -1.333
C -0.692 -1.235 -1.106
C -0.508 -2.049 -0.007
C 0.588 -1.898 0.853
C 0.806 -2.802 2.022
O 1.917 -3.111 2.409
N -0.325 -3.214 2.644
C -0.316 -4.216 3.677
C -0.824 -5.561 3.145
C 0.106 -6.155 2.080
O -0.435 -7.346 1.550
C -1.711 -7.110 0.997
C -2.651 -6.527 2.054
O -2.115 -5.336 2.591
C 1.555 -0.925 0.619
C 1.361 -0.105 -0.471
O 2.111 0.924 -0.942
C -0.067 3.915 -2.321
C -0.715 5.019 -1.802
O -2.057 5.234 -1.860
C -2.859 4.264 -2.487
H -0.751 8.830 0.279
H 0.738 8.596 -0.670
H 0.521 7.741 0.884
H 2.004 6.626 -0.551
H 3.115 4.659 -1.463
H 3.052 2.587 -2.646
H 1.722 2.430 -3.830
H -1.531 -1.360 -1.772
H -1.219 -2.843 0.171
H -1.228 -2.994 2.256
H 0.713 -4.319 4.027
H -0.960 -3.892 4.499
H -0.910 -6.280 3.977
H 1.071 -6.416 2.514
H 0.257 -5.422 1.274
H -2.078 -8.073 0.639
H -1.628 -6.409 0.152
H -3.615 -6.261 1.619
H -2.797 -7.263 2.858
H 2.407 -0.836 1.272
H -0.616 3.127 -2.813
H -2.780 3.292 -1.989
H -2.599 4.149 -3.545
H -3.881 4.631 -2.405
*
```